Version i
# C2H2N2O2

One molecule with the formula C2H2N2O2 (ωB97M-V/def2-TZVPD, the OMol25 dataset).

Properties
SMILES string   Oc1cnno1
Gap between HOMO and LUMO   9.95 eV
HOMO level   -0.3503 Eh

Each line ends with the Mulliken charge.
Atoms and positions in Å:
1 O 0.919 -1.350 0.204  -0.4975
2 C 0.352 -0.162 0.158  0.5832
3 C -0.565 0.008 -0.791  -0.2743
4 N -0.954 1.283 -0.569  -0.1369
5 N -0.324 1.782 0.416  -0.1379
6 O 0.694 0.726 0.820  -0.1394
7 H 1.309 -1.636 1.058  0.3425
8 H -1.431 -0.650 -1.295  0.2602

---

Version ii
# C2H2N2O2

C2H2N2O2 as an isolated structure (ωB97M-V/def2-TZVPD, the OMol25 dataset).

Properties
Gap between HOMO and LUMO   8.87 eV
HOMO level   -0.3416 Eh

Each line ends with the Mulliken charge.
Atoms and positions in Å:
1 C 0.647 0.053 -0.090  0.6157
2 C -1.189 0.563 0.065  0.3805
3 O -1.476 -0.574 -0.526  -0.2481
4 O 1.956 -0.118 -0.096  -0.4412
5 N -0.171 -1.030 0.219  -0.4803
6 N -0.003 1.178 -0.284  -0.5390
7 H 2.138 -1.070 -0.051  0.3657
8 H -1.901 0.997 0.763  0.3466

---

Going by the energies, version i is most stable and the next is 1.023 eV up.